47
Properties=species:S:1:pos:R:3:forces:R:3 method="wB97M-V/def2-TZVPD" max_force_ev_per_a=0.2 lumo_ev=0.0 homo_energy_ev=-8.11 total_energy_ev=-117855.974 relative_energy_ev=0.1742 homo_lumo_gap_ev=8.11
Pd 0.224602 -0.247432 -0.257485 0.2065 -0.0425 -0.0534
C 3.314279 4.227052 -1.548309 -0.0177 0.0037 0.0028
Si 3.300140 3.256714 -3.139893 0.0484 -0.0350 0.0194
C 2.948519 4.418087 -4.566776 -0.0139 -0.0157 -0.0021
C 4.942895 2.400709 -3.398827 0.0007 0.0042 0.0121
C 1.959887 1.918513 -3.168308 -0.0128 0.0265 -0.0694
C 1.418000 1.515130 -4.385666 -0.0394 -0.0136 0.0092
C 0.454978 0.511439 -4.483113 0.0103 0.0063 0.0155
C 0.034882 -0.102940 -3.323874 0.0578 -0.0272 -0.0228
N 0.553355 0.259441 -2.153467 -0.0715 0.0926 0.0338
C 1.472810 1.235624 -2.048367 -0.0274 -0.0215 -0.0089
S 1.824907 1.399962 -0.348086 -0.0172 -0.0788 -0.0226
H 4.005258 5.067144 -1.658144 -0.0070 0.0071 0.0065
H 3.646471 3.625047 -0.702640 0.0013 0.0008 -0.0053
H 2.328702 4.627748 -1.305733 -0.0021 -0.0037 0.0011
H 3.693774 5.216404 -4.585289 0.0014 -0.0015 0.0075
H 1.965609 4.881915 -4.461416 0.0008 0.0046 -0.0042
H 2.984587 3.919055 -5.536686 0.0119 0.0029 -0.0056
H 5.760530 3.124478 -3.428902 0.0001 -0.0006 0.0040
H 4.953986 1.841419 -4.336711 -0.0052 0.0032 -0.0010
H 5.145225 1.697913 -2.587960 -0.0047 0.0012 0.0039
H 1.747522 1.998867 -5.298204 -0.0045 0.0021 0.0005
H 0.041999 0.215935 -5.436320 0.0029 -0.0002 -0.0015
H -0.703893 -0.893110 -3.306536 -0.0093 0.0102 0.0030
C -3.874740 2.277007 1.400563 0.0048 -0.0007 0.0007
C -2.875935 1.704483 0.413203 -0.0029 -0.0525 0.0155
O -1.529417 1.973168 0.781861 -0.0821 0.0244 0.0298
H -4.897178 2.097891 1.062729 -0.0003 -0.0023 0.0007
H -3.726529 3.351328 1.510767 -0.0029 0.0000 0.0014
H -3.759717 1.812554 2.382415 0.0009 0.0000 0.0009
H -3.005744 2.160837 -0.568866 -0.0012 0.0069 0.0037
H -3.031838 0.625176 0.294865 0.0033 0.0002 -0.0125
H -1.333323 1.492136 1.594059 0.0463 -0.0107 -0.0097
Br -1.354958 -3.412066 6.310895 -0.0006 0.0000 -0.0026
C -1.762063 -3.541711 4.465597 0.0019 -0.0007 0.0031
C -2.625866 -4.534223 4.029291 -0.0007 -0.0002 -0.0008
C -2.923779 -4.629216 2.677076 0.0021 -0.0027 -0.0001
C -2.363549 -3.740902 1.773608 0.0013 0.0041 -0.0030
C -1.500579 -2.752191 2.229078 -0.0177 0.0174 0.0043
C -1.192487 -2.645651 3.580568 -0.0008 0.0046 -0.0017
C -0.900856 -1.792466 1.265687 -0.0145 0.0297 0.1704
O -1.145766 -1.875954 0.032276 -0.0161 0.0417 -0.1895
O -0.128923 -0.869458 1.683240 -0.0285 0.0171 0.0673
H -3.058849 -5.224033 4.740334 -0.0003 0.0001 -0.0004
H -3.596849 -5.403075 2.332888 -0.0001 0.0003 0.0000
H -2.582879 -3.799872 0.716628 -0.0018 -0.0013 0.0003
H -0.516898 -1.872860 3.918468 0.0006 -0.0003 -0.0002